[1]
A molecular structure, C27H24ClN2O6PdS2 in a non-equilibrium geometry, computed with ωB97M-V/def2-TZVPD.

Calculated values
**Orbital gap**: 8.4 eV
**E_HOMO**: -11.66 eV
**E_tot**: -2988.428485 a.u.

Geometry as ORCA input:
```
! RIJCOSX wB97M-V def2-TZVPD def2/J DEFGRID3
* xyz 1 1
Pd 0.038 -0.098 0.140
O 3.943 4.009 -0.653
C 4.551 2.839 -0.698
O 5.726 2.723 -0.908
C 3.707 1.615 -0.477
C 4.181 0.313 -0.517
Cl 5.722 -0.268 -0.878
N 3.160 -0.542 -0.264
N 2.031 0.169 -0.057
C 2.347 1.455 -0.190
C 1.214 2.423 -0.012
O 1.389 3.623 -0.070
O 0.069 1.858 0.215
C 3.275 -1.959 -0.061
C 4.156 -2.422 0.905
C 4.446 -3.779 0.944
C 3.738 -4.652 0.131
C 2.639 -4.205 -0.604
C 2.575 -2.836 -0.870
H 2.979 3.946 -0.435
H 4.658 -1.726 1.565
H 5.238 -4.140 1.586
H 3.958 -5.712 0.163
H 2.322 -4.842 -1.423
H 1.955 -2.455 -1.671
O -1.995 -0.173 0.267
S -2.681 0.656 1.370
C -2.688 -0.384 2.886
C -1.508 -1.351 3.007
C -1.830 -2.788 2.586
C -2.385 -2.985 1.181
S -1.159 -3.062 -0.152
O 0.009 -2.123 0.187
C -0.414 -4.633 0.220
C 0.789 -4.681 0.917
C 1.086 -5.936 1.467
C 0.429 -7.084 1.063
C -0.615 -7.009 0.145
C -1.064 -5.764 -0.261
C -4.403 0.533 0.946
C -4.786 -0.071 -0.239
C -6.139 -0.126 -0.545
C -7.075 0.422 0.319
C -6.669 1.040 1.495
C -5.323 1.108 1.814
H -3.644 -0.906 2.916
H -2.680 0.349 3.694
H -1.233 -1.378 4.062
H -0.625 -0.973 2.492
H -2.574 -3.190 3.278
H -0.944 -3.411 2.723
H -3.091 -2.212 0.882
H -2.894 -3.947 1.086
H 1.012 -3.820 1.536
H 1.924 -6.013 2.149
H 0.721 -8.043 1.471
H -1.094 -7.907 -0.221
H -1.923 -5.672 -0.916
H -4.042 -0.474 -0.913
H -6.459 -0.592 -1.468
H -8.127 0.380 0.070
H -7.399 1.481 2.159
H -5.003 1.612 2.718
*
```

Atom charges from the natural (NBO) analysis, given in e for atoms 1 to 4: 1.03, -0.66, 0.78, -0.55

[2]
A molecular structure, C27H24ClN5O5Ru in a non-equilibrium geometry, computed with ωB97M-V/def2-TZVPD.

Calculated values
**Orbital gap (spin up / spin down)**: 5.8 / 2.6 eV
**E_HOMO (spin up / spin down)**: -10.07 / -8.39 eV
**E_tot**: -2248.069805 a.u.

Geometry as ORCA input:
```
! RIJCOSX wB97M-V def2-TZVPD def2/J DEFGRID3
* xyz 1 2
Ru 0.083 -0.933 0.204
Cl 2.696 2.663 6.008
C 2.378 1.726 4.597
C 3.450 1.242 3.844
C 3.193 0.512 2.706
C 1.880 0.236 2.271
O 1.710 -0.437 1.185
C 0.771 0.729 3.059
C -0.589 0.500 2.734
N -1.061 -0.018 1.603
C -2.405 -0.127 1.348
C -3.461 0.333 2.159
C -4.778 0.179 1.762
C -5.112 -0.435 0.571
C -4.104 -0.926 -0.273
C -4.355 -1.601 -1.489
C -3.296 -2.016 -2.266
C -1.996 -1.758 -1.854
N -1.721 -1.142 -0.694
C -2.744 -0.747 0.106
C 1.074 1.464 4.221
H 4.462 1.431 4.160
H 4.009 0.118 2.120
H -1.296 0.789 3.503
H -3.272 0.804 3.108
H -5.567 0.535 2.405
H -6.144 -0.555 0.285
H -5.370 -1.797 -1.796
H -3.461 -2.539 -3.194
H -1.151 -2.057 -2.465
H 0.266 1.829 4.835
O 3.513 -5.793 -3.538
C 3.464 -4.681 -3.976
O 3.785 -4.015 -4.924
C 2.635 -3.674 -2.893
C 2.423 -2.351 -3.235
C 1.699 -1.568 -2.356
N 1.199 -2.051 -1.217
C 1.422 -3.323 -0.911
C 2.151 -4.189 -1.718
C 0.775 -3.917 0.426
O 1.109 -5.040 0.705
O -0.017 -3.130 0.974
H 2.807 -1.955 -4.160
H 1.497 -0.526 -2.574
H 2.300 -5.212 -1.404
N 0.488 4.415 -0.597
C 1.537 3.595 -1.264
C 1.419 2.156 -0.742
N 0.101 1.596 -0.971
C -0.942 2.431 -0.408
C -0.867 3.882 -0.908
H 0.563 5.399 -0.877
H 0.636 4.357 0.422
H 2.523 4.007 -1.047
H 1.367 3.634 -2.342
H 1.618 2.141 0.335
H 2.170 1.527 -1.221
H -0.066 1.428 -1.960
H -0.840 2.420 0.682
H -1.916 2.008 -0.655
H -1.626 4.496 -0.422
H -1.015 3.930 -1.990
*
```

Atom charges from the natural (NBO) analysis, given in e for atoms 1 to 4: 1.04, 0.03, -0.10, -0.15